The following is a DFT calculation (ωB97M-V/def2-TZVPD) of 2 unconnected molecules or ions with the total composition C3H5BrOS at a distorted geometry.

Properties
charge: 0
highest occupied orbital energy (alpha / beta): -6.3603 / -9.6158 eV
multiplicity: 3
relative energy (zero: lowest compared OMol25 entry of this formula, charge and spin): 1.32 kcal/mol
total energy: -86112.8456 eV
<S²>: 2.016

Structure (XYZ):
```
11
Properties=species:S:1:pos:R:3:mulliken_spin:R:1
C 0.92 0.22 0.88 0.59
C 1.25 -1.11 0.22 0.17
C -0.78 1.26 -0.75 0.65
O 1.14 0.86 1.86 0.21
S -2.39 1.31 -0.20 0.26
Br -2.83 -0.80 0.26 0.11
H 0.26 -1.55 0.03 -0.01
H 1.55 -1.09 -0.82 -0.01
H 1.95 -1.83 0.75 0.02
H -0.67 0.48 -1.54 0.03
H -0.41 2.26 -0.70 -0.02
```

The following is a DFT calculation (ωB97M-V/def2-TZVPD) of a single C3H5BrS molecule at a distorted geometry.

Properties
charge: 0
highest occupied orbital energy: -8.9466 eV
relative energy (zero: lowest compared OMol25 entry of this formula, charge and spin): 5.34 kcal/mol
total energy: -84069.0463 eV

Structure (XYZ):
```
10
Properties=species:S:1:pos:R:3:nbo_charge:R:1
C 0.04 -0.85 1.08 -0.53
C -0.45 -0.03 -0.04 -0.09
C 0.45 0.85 -0.86 -0.66
S -0.22 -1.97 -0.34 0.05
Br -2.28 0.53 0.03 0.07
H 1.07 -0.75 1.40 0.23
H -0.65 -1.01 1.90 0.24
H -0.08 1.23 -1.73 0.23
H 1.33 0.30 -1.19 0.24
H 0.78 1.70 -0.26 0.22
```

The following is a DFT calculation (ωB97M-V/def2-TZVPD) of 2 unconnected molecules or ions with the total composition C3H5BrS at a distorted geometry.

Properties
charge: 0
highest occupied orbital energy (alpha / beta): -8.5607 / -9.1313 eV
relative energy (zero: lowest compared OMol25 entry of this formula, charge and spin): 112.83 kcal/mol
total energy: -84064.3852 eV

Structure (XYZ):
```
10
Properties=species:S:1:pos:R:3:nbo_charge:R:1
C -0.28 0.01 -0.15 -0.12
C -0.50 -0.71 -1.22 -0.46
C 0.89 0.70 2.05 -0.40
S -1.89 -0.45 -2.44 -0.02
Br 2.26 -0.51 2.24 0.09
H 1.13 1.57 1.62 0.18
H -0.85 0.97 0.07 0.17
H 0.21 -1.56 -1.46 0.22
H 0.11 0.51 2.80 0.21
H -1.08 -0.55 -3.51 0.13
```